Record 1
The following is a quantum chemistry calculation of a molecular structure, C27H34IN7O5S3Ta at a distorted geometry, from OMol25.

Geometry as XYZ:
```
78
C27H34IN7O5S3Ta, DFT ωB97M-V/def2-TZVPD
Ta 1.00 0.67 -0.85
C 2.45 3.17 -4.11
C 1.83 2.96 -2.76
O 2.06 1.81 -2.15
C 1.05 3.91 -2.20
C 0.28 3.76 -1.02
C -0.12 4.94 -0.32
N 0.14 2.55 -0.43
N -0.59 2.68 0.77
C -0.29 1.64 1.52
O 0.72 0.90 1.13
C -0.99 1.36 2.76
C -0.57 0.34 3.62
C -1.24 0.21 4.86
C -2.25 1.09 5.16
C -2.76 2.03 4.21
C -2.16 2.12 2.99
H 2.23 2.36 -4.83
H 2.18 4.17 -4.44
H 3.54 3.00 -4.05
H 1.05 4.82 -2.76
H -0.23 5.78 -1.04
H -1.00 4.80 0.33
H 0.70 5.12 0.41
H 0.23 -0.37 3.42
H -1.00 -0.53 5.56
H -2.73 1.01 6.10
H -3.69 2.53 4.41
H -2.49 2.83 2.16
O -0.49 0.91 -2.43
S -1.49 1.85 -3.11
C -2.59 0.72 -3.94
C -3.64 0.28 -2.90
C -3.96 1.61 -2.18
C -2.66 2.29 -1.85
H -1.86 -0.10 -4.23
H -3.00 1.20 -4.81
H -3.25 -0.48 -2.29
H -4.41 -0.15 -3.45
H -4.44 1.26 -1.18
H -4.74 2.13 -2.72
H -2.23 1.76 -1.02
H -2.67 3.40 -1.61
S 3.40 0.65 0.18
C 3.36 -0.68 1.24
N 3.07 -0.58 2.52
C 3.33 -1.73 3.36
C 3.37 -2.73 2.18
N 3.65 -1.94 1.00
H 3.01 0.32 2.93
H 2.49 -1.91 4.03
H 4.29 -1.71 3.89
H 2.43 -3.32 2.05
H 4.15 -3.50 2.37
H 3.84 -2.29 -0.01
I -2.10 -6.65 3.04
C -1.67 -4.92 2.05
C -0.71 -5.07 1.00
C -0.27 -3.93 0.39
C -0.82 -2.69 0.62
C -1.77 -2.55 1.61
C -2.21 -3.69 2.32
C -0.24 -1.49 0.01
O 1.01 -1.40 -0.21
O -0.91 -0.47 -0.28
H -0.42 -6.05 0.71
H 0.55 -4.10 -0.37
H -2.23 -1.62 1.93
H -2.86 -3.45 3.16
N 0.84 -1.77 -3.13
N 1.71 -0.80 -2.53
H 0.64 -2.43 -2.44
H 1.47 -2.37 -3.72
H 1.97 -0.16 -3.29
H 2.52 -1.30 -2.13
S 2.58 -5.40 -1.73
C 3.11 -3.87 -1.78
N 3.48 -2.76 -1.74
```

For the HOMO-LUMO gap, the calculation gives 5.851 eV. For the energy above the lowest of the compared OMol25 structures with the same formula, charge and spin, the calculation gives 38.8 kcal/mol. Its LUMO energy is -3.858 eV. For the HOMO energy, the calculation gives -9.709 eV. As for the net charge: +1.

Record 2
The following is a quantum chemistry calculation of a gas-phase ion, C8H20N2PS (charge +1) at a distorted geometry, from OMol25.

Geometry as XYZ:
```
32
C8H20N2PS, DFT ωB97M-V/def2-TZVPD
C 0.47 2.03 1.58
C -0.96 1.23 1.68
P -1.49 0.30 0.11
C -2.00 1.45 -1.33
C -3.66 1.32 -1.46
C -0.19 -1.02 -0.45
N 0.76 -0.54 -1.50
C 2.11 -0.11 -0.97
C 2.75 -1.41 -0.20
N 1.94 -1.61 1.05
C 0.45 -1.72 0.87
S 0.09 -3.60 0.77
H 1.34 1.23 1.68
H 0.56 2.69 2.56
H 0.61 2.64 0.59
H -1.02 0.52 2.63
H -1.79 2.06 1.88
H -1.59 1.12 -2.40
H -1.80 2.59 -1.13
H -4.15 1.78 -0.48
H -4.08 1.80 -2.45
H -3.93 0.16 -1.42
H -0.85 -1.87 -0.97
H 0.41 0.26 -2.07
H 2.80 0.09 -1.92
H 2.11 0.88 -0.35
H 3.88 -1.22 0.06
H 2.65 -2.34 -0.95
H 2.14 -0.83 1.75
H 2.26 -2.50 1.53
H -0.04 -1.39 1.91
H 0.22 -4.00 -0.60
```

Its SMILES is CCP(CC)[C@H]1NCC[NH2+][C@@H]1S. For the HOMO-LUMO gap, the calculation gives 7.633 eV. For the energy above the lowest of the compared OMol25 structures with the same formula, charge and spin, the calculation gives 87.4 kcal/mol. Its LUMO energy is -3.215 eV. For the HOMO energy, the calculation gives -10.847 eV. As for the net charge: +1.

Record 3
The following is a quantum chemistry calculation of 2 unconnected molecules or ions with the total composition C5H8FN2 at a distorted geometry, from OMol25.

Geometry as XYZ:
```
16
C5H8FN2, DFT ωB97M-V/def2-TZVPD
C -1.54 -1.07 -1.82
C -0.52 -0.13 -1.67
C -1.36 -0.54 0.29
C 1.74 1.21 0.41
C 1.74 0.86 1.76
N -2.07 -1.27 -0.59
N -0.44 0.13 -0.37
F 2.39 -0.31 2.02
H -2.05 -1.64 -2.57
H 0.02 0.26 -2.47
H -1.54 -0.50 1.27
H 1.28 2.20 0.05
H 2.19 0.46 -0.34
H 2.17 1.66 2.48
H 0.70 0.70 1.99
H -2.72 -2.01 -0.43
```

For the HOMO-LUMO gap, the calculation gives 6.510 eV. For the energy above the lowest of the compared OMol25 structures with the same formula, charge and spin, the calculation gives 69.7 kcal/mol. Its LUMO energy is -6.518 eV. For the HOMO energy, the calculation gives -13.028 eV. As for the net charge: +1.

Record 4
The following is a quantum chemistry calculation of C3H4I2O in the gas phase at a distorted geometry, from OMol25.

Geometry as XYZ:
```
10
C3H4I2O, DFT ωB97M-V/def2-TZVPD
C 0.03 0.14 0.06
C -1.28 -0.70 0.02
C -2.48 -0.09 -0.03
O 0.14 0.98 -1.05
I -2.86 1.94 0.07
I -4.26 -1.23 -0.11
H 0.97 -0.39 0.15
H -0.09 0.65 0.93
H -1.19 -1.67 0.29
H -0.57 1.75 -1.02
```

For the HOMO-LUMO gap, the calculation gives 9.075 eV. For the energy above the lowest of the compared OMol25 structures with the same formula, charge and spin, the calculation gives 33.6 kcal/mol. Its LUMO energy is -0.137 eV. For the HOMO energy, the calculation gives -9.212 eV. As for the net charge: 0.

Record 5
The following is a quantum chemistry calculation of 2 unconnected molecules or ions with the total composition C10H17NO at a distorted geometry, from OMol25.

Geometry as XYZ:
```
29
C10H17NO, DFT ωB97M-V/def2-TZVPD
C -1.15 -1.64 1.41
C -0.23 -0.97 2.35
C 0.45 -0.28 3.09
C 1.29 0.70 3.76
C 1.75 1.90 2.94
O 1.69 0.62 4.92
H -1.76 -2.35 1.95
H -0.60 -2.09 0.58
H -1.84 -0.93 0.94
H 0.90 2.46 2.55
H 2.37 1.56 2.09
H 2.34 2.55 3.60
C -0.27 -1.88 -2.19
C -0.20 -0.45 -1.74
C -1.47 0.32 -2.08
N -1.39 1.74 -1.72
C 1.09 0.28 -1.85
C 0.59 -0.10 -0.51
H -0.48 -1.91 -3.28
H -1.11 -2.38 -1.69
H 0.66 -2.43 -2.00
H -2.33 -0.13 -1.56
H -1.63 0.17 -3.17
H -0.77 2.20 -2.36
H -2.31 2.16 -1.86
H 1.14 1.34 -2.08
H 1.94 -0.30 -2.21
H 1.12 -0.89 0.02
H 0.20 0.72 0.10
```

Its SMILES is CC#CC(C)=O.CC1(CN)CC1. For the HOMO-LUMO gap, the calculation gives 10.256 eV. For the energy above the lowest of the compared OMol25 structures with the same formula, charge and spin, the calculation gives 46.9 kcal/mol. Its LUMO energy is 0.658 eV. For the HOMO energy, the calculation gives -9.598 eV. As for the net charge: 0.

Record 6
The following is a quantum chemistry calculation of a molecular structure, C32H49IrN9O6PS, from OMol25.

Geometry as XYZ:
```
99
C32H49IrN9O6PS, DFT ωB97M-V/def2-TZVPD
Ir -0.46 0.22 -0.29
C -4.68 -0.06 0.28
C -3.22 0.01 0.59
O -2.49 0.56 -0.25
C -2.79 -0.51 1.85
C -1.58 -0.22 2.44
C -1.37 -0.33 3.92
N -0.58 0.29 1.68
N 0.23 1.14 2.30
C 0.78 1.96 1.40
O 0.44 1.93 0.16
C 1.75 2.96 1.86
C 2.39 2.81 3.09
C 3.34 3.73 3.49
C 3.66 4.80 2.66
C 3.02 4.95 1.43
C 2.07 4.03 1.03
H -4.87 0.30 -0.73
H -5.24 0.56 0.98
H -5.03 -1.08 0.39
H -3.56 -0.94 2.47
H -2.15 -0.94 4.36
H -1.41 0.67 4.36
H -0.39 -0.74 4.14
H 2.13 1.96 3.72
H 3.84 3.61 4.44
H 4.40 5.52 2.98
H 3.27 5.79 0.80
H 1.57 4.13 0.07
N 7.50 1.75 -1.53
C 6.38 1.04 -1.17
C 6.06 -0.16 -1.83
C 4.91 -0.85 -1.51
C 4.07 -0.36 -0.52
C 4.37 0.82 0.15
C 5.51 1.52 -0.18
S 2.61 -1.21 -0.11
O 2.31 -1.03 1.29
O 2.67 -2.55 -0.64
N 1.41 -0.38 -0.86
C 1.21 -0.27 -2.20
N -0.03 0.28 -2.34
C -0.49 0.53 -3.55
C 0.29 0.23 -4.65
C 1.54 -0.35 -4.41
N 2.01 -0.61 -3.19
H 8.21 1.27 -2.04
H 7.83 2.45 -0.88
H 6.72 -0.54 -2.60
H 4.66 -1.77 -2.01
H 3.72 1.19 0.93
H 5.75 2.44 0.34
H -1.48 0.96 -3.63
H -0.05 0.43 -5.65
H 2.19 -0.61 -5.23
C -1.67 4.23 -1.84
C -2.63 4.21 -0.67
O -2.00 3.54 0.40
C -2.40 3.97 1.69
C -3.80 3.52 2.06
H -2.15 4.63 -2.73
H -1.32 3.22 -2.05
H -0.80 4.84 -1.61
H -3.55 3.68 -0.95
H -2.91 5.22 -0.37
H -2.32 5.06 1.77
H -1.67 3.54 2.38
H -4.55 3.92 1.37
H -4.06 3.86 3.07
H -3.87 2.43 2.04
C -3.63 -2.50 -1.86
N -2.97 -3.39 -0.92
C -3.36 -4.79 -1.09
P -1.41 -3.11 -0.45
O -1.10 -1.68 -0.80
N -0.36 -4.09 -1.24
C 0.09 -3.72 -2.58
C 0.33 -5.24 -0.67
N -1.33 -3.49 1.13
C -0.05 -3.40 1.82
C -2.45 -3.89 1.97
H -4.71 -2.53 -1.69
H -3.44 -2.80 -2.90
H -3.28 -1.48 -1.72
H -4.43 -4.90 -0.91
H -2.83 -5.43 -0.38
H -3.13 -5.15 -2.10
H -0.49 -2.89 -2.95
H -0.04 -4.57 -3.25
H 1.14 -3.43 -2.56
H -0.17 -5.58 0.23
H 1.37 -5.00 -0.44
H 0.31 -6.06 -1.39
H 0.73 -3.06 1.14
H 0.25 -4.37 2.23
H -0.12 -2.68 2.64
H -3.39 -3.69 1.48
H -2.42 -3.32 2.90
H -2.39 -4.95 2.23
```

For the HOMO-LUMO gap (spin up / spin down), the calculation gives 7.575 / 5.910 eV. For the energy above the lowest of the compared OMol25 structures with the same formula, charge and spin, the calculation gives 0.0 kcal/mol. Its expectation value of S² is 0.7694. Its LUMO energy (spin up / spin down) is -2.499 / -4.201 eV. For the HOMO energy (spin up / spin down), the calculation gives -10.074 / -10.110 eV. Its spin multiplicity is 2. As for the net charge: +1.

- Number 5 is which compound?
  C10H17NO

- The lowest energy above the lowest of the compared OMol25 structures with the same formula, charge and spin belongs to which entry?
  C32H49IrN9O6PS

- Number 2 is which compound?
  C8H20N2PS